Computed, not measured: a single C3H7NO molecule at a distorted geometry, with wB97M-V/def2-TZVPD.

Geometry as ORCA input:
```
! RIJCOSX wB97M-V def2-TZVPD def2/J DEFGRID3
* xyz 0 1
O -1.6723 -0.1151 -0.3861
H 2.0223 -0.7855 0.1594
C 0.2773 -0.0224 0.3074
H -1.0290 -1.8077 0.6786
H 0.4550 -0.0832 1.4042
H -0.4221 1.6688 -0.8245
C -0.6868 -1.0651 -0.1080
H -0.2857 -1.4310 -1.0518
N 1.5174 -0.0003 -0.4375
H 1.9642 0.9585 -0.3792
H -1.2733 1.6530 0.6886
C -0.8669 1.0301 -0.0510
*
```

Its frontier orbital gap is 10.37 eV. The value obtained for the energy is -6759.75127 eV. The SMILES is NC1COC1. The LUMO energy comes out at 0.93 eV. For the energy relative to the best compared isomer or geometry (same formula, charge and spin), the calculation gives 69.16 kcal/mol.